1.
Here is a cluster of 2 separate species, C19H27F2N5O4 in total at a distorted geometry from OMol25. Energies are from ωB97M-V/def2-TZVPD.

Atoms and positions in Å:
F (2.3685, -1.0488, 1.4210)
F (-0.8410, -0.7705, -2.0856)
O (-1.5028, 1.2375, 1.3505)
O (0.7922, 5.3830, 1.0621)
O (-0.2524, -5.5229, -2.5413)
O (1.9753, 4.2153, 4.7159)
N (4.0717, 4.1741, 4.1326)
N (-0.1401, 4.2373, 2.7638)
N (-2.1635, 2.0885, 3.2682)
N (-0.2290, -3.2860, -2.9777)
N (-1.1974, -4.8623, -4.4823)
C (1.1635, 2.1344, 2.8825)
C (-1.2767, 2.0194, 2.2648)
C (1.7420, -1.6094, 0.3615)
C (0.7520, -0.9077, -0.3282)
C (2.8273, 3.7945, 3.9489)
C (-0.5213, -4.5994, -3.2965)
C (-2.6670, -5.9186, -5.9657)
C (-2.1676, -4.6286, -6.6072)
C (0.0007, 2.8848, 2.2042)
C (1.4361, -3.4835, -1.1530)
C (0.1091, -1.4799, -1.4295)
C (-1.6764, -6.1906, -4.8394)
C (-1.5517, -3.8401, -5.4573)
C (0.1385, 6.6316, 2.9707)
C (-2.0966, 2.8338, 4.5262)
C (0.2896, 5.3541, 2.1777)
C (2.5326, 2.8341, 2.7952)
C (0.4379, -2.7808, -1.8496)
C (2.0828, -2.8979, -0.0563)
H (-2.1677, -6.6955, -4.0001)
H (-2.3542, 3.8806, 4.3571)
H (3.3009, 2.0607, 2.8130)
H (-0.9156, 6.8108, 3.1703)
H (-3.6675, -5.7638, -5.5484)
H (0.4709, 0.0906, -0.0092)
H (-0.6786, -3.2725, -5.7979)
H (-1.3978, -4.8590, -7.3511)
H (-2.7112, -6.7454, -6.6815)
H (2.6240, 3.3642, 1.8467)
H (-0.4438, 4.3134, 3.7200)
H (-2.2877, -3.1476, -5.0341)
H (-0.7726, -2.6070, -3.4974)
H (-1.0992, 2.7621, 4.9647)
H (1.7172, -4.4856, -1.4637)
H (0.2470, 2.9757, 1.1448)
H (0.9208, 1.9309, 3.9265)
H (0.5481, 7.4586, 2.3926)
H (-0.8455, -6.8125, -5.1891)
H (4.7972, 3.8598, 3.5159)
H (4.2306, 4.8044, 4.8975)
H (0.6856, 6.5382, 3.9074)
H (-2.9737, -4.0749, -7.0988)
H (-2.9571, 1.4787, 3.1393)
H (1.2565, 1.1700, 2.3831)
H (-2.8131, 2.4150, 5.2349)
H (2.8503, -3.4453, 0.4815)

Properties
energy = -1514.76258 hartree
LUMO energy = 0.02530 Ha
HOMO level = -8.27 eV
gap between HOMO and LUMO = 8.955 eV
max |F| = 2.0 eV/A
total charge = 0
spin multiplicity = 1
SMILES = CNC(=O)[C@H](CCC(N)=O)NC(C)=O.O=C(Nc1ccc(F)cc1F)N1CCCC1

Okay, here come the natural (NBO) numbers, in e, for every atom: -0.328 -0.329 -0.633 -0.650 -0.660 -0.667 -0.799 -0.619 -0.610 -0.627 -0.449 -0.396 0.674 0.388 -0.359 0.680 0.798 -0.408 -0.405 -0.138 -0.202 0.437 -0.201 -0.224 -0.712 -0.423 0.684 -0.517 0.064 -0.280 0.220 0.194 0.227 0.220 0.203 0.257 0.203 0.205 0.219 0.252 0.407 0.181 0.404 0.206 0.254 0.261 0.212 0.240 0.190 0.396 0.410 0.238 0.219 0.409 0.234 0.220 0.228



2.
Here is an isolated molecule of C5H15N3 at a distorted geometry from OMol25. Energies are from ωB97M-V/def2-TZVPD.

Atoms and positions in Å:
N (-1.8088, 1.5047, -1.4073)
N (0.5798, 0.5451, 0.7770)
N (1.5449, -2.2332, -1.6662)
C (-1.8129, 0.9150, -0.0312)
C (-0.6605, 1.3491, 0.8701)
C (0.9535, -1.7523, -0.4266)
C (0.7372, -0.2026, -0.4914)
C (0.8681, -0.1475, 2.0219)
H (-1.0724, 1.3237, 1.8646)
H (-2.7338, 1.2756, 0.4058)
H (-2.5664, 2.1798, -1.3981)
H (0.8721, -2.4800, -2.3935)
H (1.1785, 0.6386, 2.7164)
H (1.6456, -2.0159, 0.3551)
H (1.7018, -0.8152, 1.9154)
H (2.1567, -1.5629, -2.1098)
H (-0.3250, 2.3803, 0.7317)
H (1.6381, 0.2270, -0.9420)
H (-0.0157, -0.6219, 2.4749)
H (-0.0474, -2.1089, -0.2695)
H (-0.0976, -0.0961, -1.1884)
H (-1.8195, -0.1755, -0.1149)
H (-0.9163, 1.8730, -1.6941)

Properties
energy = -363.70899 hartree
LUMO energy = 0.03823 Ha
HOMO level = -8.00 eV
relative energy (zero: lowest compared OMol25 entry of this formula, charge and spin) = 205.08 kJ/mol
gap between HOMO and LUMO = 9.041 eV
max |F| = 2.0 eV/A
total charge = 0
spin multiplicity = 1
SMILES = CN(CCN)CCN

Okay, here come the natural (NBO) numbers, in e, for every atom: -0.863 -0.462 -0.841 -0.237 -0.235 -0.226 -0.234 -0.405 0.194 0.195 0.363 0.358 0.193 0.182 0.201 0.354 0.192 0.171 0.165 0.190 0.199 0.183 0.364



3.
Here is an isolated molecule of C3H7NO2 from OMol25. Energies are from ωB97M-V/def2-TZVPD.

Atoms and positions in Å:
O (1.4427, -1.1081, -0.3494)
O (-0.5863, 1.4892, -1.6087)
N (-0.3654, -0.0977, 0.6085)
C (0.6376, -0.1919, -0.3004)
C (0.6923, 0.9873, -1.2705)
C (-0.5517, -1.0766, 1.6552)
H (0.0793, -1.9335, 1.4130)
H (1.2799, 0.6789, -2.1424)
H (1.2184, 1.8145, -0.7825)
H (-0.9591, 0.7164, 0.5543)
H (-1.0396, 0.8043, -2.1175)
H (-1.5967, -1.3975, 1.7060)
H (-0.2514, -0.6852, 2.6343)

Properties
energy = -323.75088 hartree
LUMO energy = 0.02672 Ha
HOMO level = -9.64 eV
relative energy (zero: lowest compared OMol25 entry of this formula, charge and spin) = 78.99 kJ/mol
gap between HOMO and LUMO = 10.370 eV
max |F| = 0.3 eV/A
total charge = 0
spin multiplicity = 1
SMILES = CNC(=O)CO

Okay, here come the natural (NBO) numbers, in e, for every atom: -0.624 -0.712 -0.616 0.633 -0.159 -0.423 0.238 0.193 0.200 0.408 0.471 0.197 0.194